Entry 1:
The following is a DFT calculation (wB97M-V/def2-TZVPD) of a molecular structure, C6H12ClO16S3Ti.

Results
HOMO (alpha / beta)   -0.2073 / -0.3520 Eh
Total charge   0
E_LUMO (alpha / beta)   0.0013 / -0.0018 hartree
HOMO-LUMO gap (alpha / beta)   5.67 / 9.53 eV
Relative energy (zero: lowest compared OMol25 entry of this formula, charge and spin)   0.00 kcal per mole
2S+1   4

Each line ends with the Löwdin spin population.
Positions of all 39 atoms, in Å:
1 Ti -1.109 0.733 0.921  2.683
2 Cl 0.138 3.834 1.511  0.013
3 O -0.912 3.153 0.762  0.037
4 O 1.228 4.115 0.614  0.001
5 O -0.376 5.041 2.074  0.001
6 O 0.564 2.930 2.562  0.023
7 C 3.064 1.862 -0.277  0.001
8 C 3.186 2.883 -1.381  0.001
9 O 1.986 2.845 -2.147  0.001
10 S 1.300 1.413 -2.023  0.008
11 O 1.487 0.677 -3.212  0.001
12 O 0.009 1.608 -1.478  0.031
13 O 2.244 0.824 -0.897  0.003
14 H 2.489 2.217 0.575  0.001
15 H 3.999 1.375 -0.025  0.000
16 H 3.969 2.553 -2.081  0.000
17 H 3.544 3.857 -1.060  0.000
18 C -3.292 -2.197 -3.291  0.001
19 C -4.686 -2.074 -2.646  0.001
20 O -4.544 -1.016 -1.705  0.003
21 S -3.101 -0.348 -1.759  0.025
22 O -2.287 -1.023 -0.796  0.047
23 O -3.148 1.051 -1.776  0.015
24 O -2.760 -0.887 -3.223  0.002
25 H -3.359 -2.500 -4.335  0.000
26 H -2.689 -2.997 -2.855  0.000
27 H -4.957 -2.992 -2.130  0.000
28 H -5.400 -1.912 -3.452  0.000
29 C 1.047 -2.171 4.162  0.004
30 C 0.917 -3.375 3.210  0.002
31 O 1.705 -3.039 2.073  0.001
32 S 1.759 -1.468 1.901  0.018
33 O 0.557 -1.029 1.260  0.065
34 O 2.988 -1.056 1.350  0.002
35 O 1.720 -1.127 3.441  0.006
36 H 1.557 -2.297 5.113  0.000
37 H 0.052 -1.789 4.403  0.004
38 H -0.124 -3.397 2.894  0.001
39 H 1.232 -4.275 3.724  0.000

Entry 2:
The following is a DFT calculation (wB97M-V/def2-TZVPD) of a gas-phase ion, C6H12ClO2Si (charge -1).

Results
HOMO   -0.1432 Eh
Total charge   -1
E_LUMO   0.1315 hartree
HOMO-LUMO gap   7.48 eV
Relative energy (zero: lowest compared OMol25 entry of this formula, charge and spin)   0.00 kcal per mole

Each line ends with the Löwdin charge.
Positions of all 22 atoms, in Å:
1 C -1.935 -2.000 -1.389  -0.729
2 C -2.506 0.235 0.170  -0.229
3 C 0.560 1.147 0.801  -0.215
4 C 0.725 -1.798 0.744  -0.188
5 C 1.404 -0.069 -1.820  -0.195
6 C -1.553 -0.272 -0.861  -0.819
7 O -0.979 -2.439 -1.990  -0.039
8 O -2.983 -2.381 -0.949  0.002
9 Si 0.235 -0.327 -0.320  0.471
10 Cl -1.744 0.883 -2.230  0.557
11 H -2.267 1.395 0.258  0.087
12 H -3.539 0.147 -0.273  0.085
13 H -2.268 -0.309 1.007  0.034
14 H 1.533 1.246 1.287  0.015
15 H 0.433 2.178 0.349  0.044
16 H -0.193 1.195 1.599  0.014
17 H 1.757 -1.733 1.067  0.007
18 H 0.239 -1.959 1.689  0.007
19 H 0.593 -2.813 0.166  0.071
20 H 1.482 0.979 -1.898  -0.021
21 H 2.449 -0.452 -2.001  0.040
22 H 0.895 -0.256 -2.757  -0.001

Entry 3:
The following is a DFT calculation (wB97M-V/def2-TZVPD) of a gas-phase ion, C6H12ClO3S (charge -1).

Results
HOMO   -0.1455 Eh
Total charge   -1
E_LUMO   0.1176 hartree
HOMO-LUMO gap   7.16 eV
Relative energy (zero: lowest compared OMol25 entry of this formula, charge and spin)   21.08 kcal per mole

Each line ends with the Löwdin charge.
Positions of all 23 atoms, in Å:
1 C 1.295 -3.851 0.414  -0.656
2 C -0.812 2.376 0.220  -0.064
3 C -1.610 0.074 -0.390  -0.050
4 C 0.226 1.155 -1.702  -0.056
5 C 0.642 0.383 0.642  -0.271
6 C -0.398 1.001 -0.314  -0.588
7 O 2.165 -1.749 2.293  -0.382
8 O -0.255 -1.905 2.025  -0.388
9 O 1.103 -0.847 0.180  -0.323
10 S 1.051 -2.040 1.405  0.568
11 Cl 0.006 -3.599 -0.750  0.353
12 H 2.213 -3.523 -0.125  -0.066
13 H 0.044 3.048 0.257  0.075
14 H -1.222 2.287 1.225  0.080
15 H -1.571 2.818 -0.423  0.076
16 H -2.115 0.028 0.571  0.085
17 H -2.314 0.413 -1.148  0.077
18 H -1.281 -0.933 -0.638  0.054
19 H 0.516 0.179 -2.076  0.082
20 H 1.114 1.782 -1.652  0.079
21 H -0.481 1.605 -2.397  0.076
22 H 0.184 0.232 1.628  0.111
23 H 1.499 1.066 0.754  0.130

Entry 4:
The following is a DFT calculation (wB97M-V/def2-TZVPD) of a molecular structure, C6H12F9FeN6O12S3.

Results
HOMO (alpha / beta)   -0.0252 / -0.2634 Eh
Total charge   -1
E_LUMO (alpha / beta)   0.0794 / -0.0244 hartree
HOMO-LUMO gap (alpha / beta)   2.84 / 6.51 eV
Relative energy (zero: lowest compared OMol25 entry of this formula, charge and spin)   0.00 kcal per mole
2S+1   9

Each line ends with the Löwdin spin population.
Positions of all 49 atoms, in Å:
1 Fe -2.780 -23.116 -26.733  4.526
2 C -6.523 -20.670 -25.182  0.007
3 F -6.693 -20.974 -23.885  0.003
4 F -7.650 -20.295 -25.784  0.002
5 F -5.675 -19.651 -25.345  0.003
6 S -5.885 -22.184 -26.181  0.019
7 O -6.164 -21.916 -27.569  0.014
8 O -4.429 -22.204 -25.952  0.096
9 O -6.582 -23.316 -25.609  0.007
10 C -4.445 -26.183 -29.432  0.005
11 F -3.211 -26.551 -29.830  0.001
12 F -4.840 -25.140 -30.141  0.001
13 F -5.269 -27.223 -29.721  0.002
14 S -4.513 -25.909 -27.580  0.017
15 O -5.893 -25.636 -27.274  0.010
16 O -3.924 -27.093 -27.004  0.010
17 O -3.678 -24.683 -27.457  0.106
18 C -1.826 -21.631 -31.131  0.609
19 F -1.649 -22.908 -31.507  0.103
20 F -0.795 -21.243 -30.376  0.108
21 F -2.053 -20.836 -32.156  0.109
22 S -3.640 -21.550 -29.767  0.393
23 O -4.810 -22.019 -30.507  0.308
24 O -3.375 -22.250 -28.493  0.222
25 O -3.734 -20.095 -29.468  0.222
26 C -2.152 -23.932 -23.723  0.092
27 O -2.608 -23.900 -24.868  0.086
28 N -2.777 -24.485 -22.659  0.029
29 N -1.022 -23.355 -23.318  0.123
30 H -3.629 -24.938 -22.958  0.004
31 H -2.369 -24.560 -21.747  0.031
32 H -0.328 -22.844 -23.853  0.136
33 H -0.900 -23.584 -22.344  0.077
34 C -0.016 -24.114 -28.088  0.046
35 O -1.120 -24.002 -27.565  0.068
36 N 0.773 -25.207 -28.165  0.017
37 N 0.658 -23.094 -28.655  0.017
38 H 1.553 -25.160 -28.794  0.005
39 H 0.785 -25.982 -27.523  0.014
40 H 0.349 -22.137 -28.668  0.007
41 H 1.149 -23.408 -29.477  0.004
42 C -1.438 -20.203 -26.496  0.044
43 O -1.645 -21.410 -26.580  0.103
44 N -1.959 -19.275 -27.300  0.009
45 N -0.774 -19.695 -25.440  0.069
46 H -2.427 -19.625 -28.134  0.000
47 H -1.779 -18.323 -27.039  0.008
48 H -0.477 -18.755 -25.248  0.022
49 H -0.460 -20.436 -24.823  0.085

Entry 5:
The following is a DFT calculation (wB97M-V/def2-TZVPD) of a single C6H12FNO5 molecule.

Results
HOMO   -0.3647 Eh
Total charge   0
E_LUMO   0.0140 hartree
HOMO-LUMO gap   10.31 eV
Relative energy (zero: lowest compared OMol25 entry of this formula, charge and spin)   0.00 kcal per mole

Each line ends with the Löwdin charge.
Positions of all 25 atoms, in Å:
1 C 0.423 0.034 -0.754  -0.189
2 C 0.437 -1.242 0.145  -0.242
3 C -0.953 0.791 -0.823  -0.229
4 C -1.895 1.610 1.318  -0.123
5 C 0.287 -0.979 1.594  -0.348
6 C -1.045 1.668 -2.079  -0.186
7 N -0.259 -2.181 2.282  0.108
8 O -1.012 1.690 0.296  -0.116
9 O 1.438 1.016 -0.396  0.010
10 O 1.709 -1.898 -0.029  0.006
11 O -1.599 2.566 2.161  0.043
12 O -0.832 1.007 -3.341  -0.068
13 F 1.549 -0.618 2.050  -0.001
14 H 0.765 -0.282 -1.737  0.150
15 H -0.272 -1.968 -0.159  0.147
16 H -1.752 0.103 -0.804  0.144
17 H -0.309 -0.102 1.829  0.114
18 H -0.254 2.442 -2.103  0.132
19 H -2.149 2.041 -2.053  0.157
20 H 0.492 -2.783 2.027  0.061
21 H -0.373 -2.218 3.275  0.071
22 H 1.080 1.791 -0.074  0.035
23 H 2.455 -1.356 -0.026  0.062
24 H -0.869 3.132 1.715  0.155
25 H -0.363 1.742 -3.804  0.106

Entry 6:
The following is a DFT calculation (wB97M-V/def2-TZVPD) of a molecular structure, C6H12IrO4.

Results
HOMO (alpha / beta)   -0.4538 / -0.4996 Eh
Total charge   +1
E_LUMO (alpha / beta)   -0.1031 / -0.2171 hartree
HOMO-LUMO gap (alpha / beta)   9.54 / 7.69 eV
2S+1   5

Each line ends with the Löwdin spin population.
Positions of all 23 atoms, in Å:
1 C -2.755 0.824 0.089  0.057
2 H -2.974 0.822 -0.985  0.000
3 H -3.140 1.660 0.691  0.002
4 H -2.759 -0.182 0.533  0.004
5 O -5.092 0.445 0.072  0.007
6 C -5.669 -0.538 0.484  0.000
7 H -6.776 -0.577 0.495  0.000
8 H -5.115 -1.371 0.959  0.000
9 O -1.154 1.130 0.032  0.249
10 C -0.350 0.940 1.239  0.167
11 C -0.683 2.020 2.235  0.032
12 O -0.045 3.250 1.772  0.187
13 C -0.839 4.330 1.287  0.014
14 C -0.009 5.010 0.195  0.036
15 O 0.440 4.104 -0.759  0.474
16 Ir 0.532 2.352 -0.013  2.727
17 H -0.482 -0.070 1.657  0.024
18 H -0.263 1.778 3.222  0.003
19 H -1.760 2.240 2.356  0.001
20 H -1.093 5.027 2.102  0.002
21 H -1.774 3.933 0.857  0.001
22 H 0.838 5.531 0.691  0.010
23 H -0.642 5.803 -0.250  0.004

Copy entry 1 word for word.
The following is a DFT calculation (wB97M-V/def2-TZVPD) of a molecular structure, C6H12ClO16S3Ti.

Results
HOMO (alpha / beta)   -0.2073 / -0.3520 Eh
Total charge   0
E_LUMO (alpha / beta)   0.0013 / -0.0018 hartree
HOMO-LUMO gap (alpha / beta)   5.67 / 9.53 eV
Relative energy (zero: lowest compared OMol25 entry of this formula, charge and spin)   0.00 kcal per mole
2S+1   4

Each line ends with the Löwdin spin population.
Positions of all 39 atoms, in Å:
1 Ti -1.109 0.733 0.921  2.683
2 Cl 0.138 3.834 1.511  0.013
3 O -0.912 3.153 0.762  0.037
4 O 1.228 4.115 0.614  0.001
5 O -0.376 5.041 2.074  0.001
6 O 0.564 2.930 2.562  0.023
7 C 3.064 1.862 -0.277  0.001
8 C 3.186 2.883 -1.381  0.001
9 O 1.986 2.845 -2.147  0.001
10 S 1.300 1.413 -2.023  0.008
11 O 1.487 0.677 -3.212  0.001
12 O 0.009 1.608 -1.478  0.031
13 O 2.244 0.824 -0.897  0.003
14 H 2.489 2.217 0.575  0.001
15 H 3.999 1.375 -0.025  0.000
16 H 3.969 2.553 -2.081  0.000
17 H 3.544 3.857 -1.060  0.000
18 C -3.292 -2.197 -3.291  0.001
19 C -4.686 -2.074 -2.646  0.001
20 O -4.544 -1.016 -1.705  0.003
21 S -3.101 -0.348 -1.759  0.025
22 O -2.287 -1.023 -0.796  0.047
23 O -3.148 1.051 -1.776  0.015
24 O -2.760 -0.887 -3.223  0.002
25 H -3.359 -2.500 -4.335  0.000
26 H -2.689 -2.997 -2.855  0.000
27 H -4.957 -2.992 -2.130  0.000
28 H -5.400 -1.912 -3.452  0.000
29 C 1.047 -2.171 4.162  0.004
30 C 0.917 -3.375 3.210  0.002
31 O 1.705 -3.039 2.073  0.001
32 S 1.759 -1.468 1.901  0.018
33 O 0.557 -1.029 1.260  0.065
34 O 2.988 -1.056 1.350  0.002
35 O 1.720 -1.127 3.441  0.006
36 H 1.557 -2.297 5.113  0.000
37 H 0.052 -1.789 4.403  0.004
38 H -0.124 -3.397 2.894  0.001
39 H 1.232 -4.275 3.724  0.000